{"formula": "C2H2N2", "method": "wB97M-V/def2-TZVPD", "de_lowest_kj_mol": 571.1, "homo_ev": -11.0, "charge": 0, "homo_lumo_gap_ev": 10.87, "symbols": ["C", "C", "N", "N", "H", "H"], "coordinates": [[0.64740, -0.24874, 0.45832], [-0.15701, 0.24603, -0.60038], [-0.36044, -1.07938, -0.08046], [-0.76149, 0.06204, 0.72165], [1.43224, -0.21074, 1.15404], [-0.80071, 1.23079, -1.65317]], "forces_ev_per_angstrom": [[-0.453, 1.696, 0.030], [-2.499, 3.657, -2.540], [-0.751, -2.042, -1.119], [0.296, 0.573, 0.003], [0.903, -0.319, 0.247], [2.505, -3.564, 3.379]], "lowdin_charge": [-0.23, -0.25, 0.04, 0.04, 0.12, 0.28]}